(1)
Density functional theory data (wB97M-V/def2-TZVPD) for a structure of composition C29H29AgCl5N2Sb.

```
! wB97M-V def2-TZVPD RIJCOSX def2/J DEFGRID3
* xyz 0 1
Ag -0.9498 0.3233 2.3986
H -0.1938 4.4238 -3.9935
C -0.4625 1.2552 -2.8643
C -4.7545 2.7744 3.2513
C -0.3413 -1.9368 -1.4415
C 0.7298 3.6642 -2.2233
C 0.9169 2.5718 -1.3886
H 2.1271 3.7064 -0.0285
C -0.0473 3.5588 -3.3635
C -1.7198 -2.0763 -1.2906
H -1.2642 2.2732 -4.5721
H -0.9453 0.3103 -3.0999
C -2.3378 -3.2160 -1.7934
C -3.6255 1.9681 3.3543
C -2.9730 2.5389 1.1918
C -1.6108 -4.2188 -2.4114
C -5.0119 3.4511 2.0646
C -0.6534 2.3566 -3.6839
H 1.6793 -0.7723 2.8287
C 1.6883 2.7142 -0.1120
H -2.1110 -5.0949 -2.7986
Cl -6.4388 4.3900 1.8808
C 2.5468 -0.6987 -1.6307
H 0.2579 -1.9709 6.0430
H 0.3476 -4.8640 -3.0018
H 1.6510 -2.7613 4.1598
H 2.4939 1.9806 -0.0487
C 0.7357 -2.1829 3.9558
Cl -3.4054 1.1416 4.8473
Cl -1.8491 2.4825 -0.1145
C 4.0281 -0.9296 0.4046
C -0.2395 -4.0897 -2.5299
H -3.5896 -1.2845 -0.6125
H -0.0798 -2.8887 3.7914
C -2.6782 1.7949 2.3403
C 4.8749 -1.1732 -1.9320
H -2.2156 -0.8770 0.4329
H 5.0917 -0.9944 0.6257
C -2.5345 -1.0205 -0.6120
C 4.7266 -1.1493 -3.3064
H 1.2308 -0.6372 5.3728
H 0.9654 -1.9489 1.9452
H 5.5768 -1.3323 -3.9469
H 5.8488 -1.3674 -1.5059
H 3.3550 -0.8306 -4.9218
H 3.6442 -0.0073 0.8427
N -0.7783 -0.5110 4.8702
H -0.9000 0.2257 5.5535
H -1.6155 -1.0829 4.9107
N 0.8465 -1.3534 2.7606
H -3.4055 -3.3321 -1.6693
H 1.4339 -0.4827 -3.4424
C 0.3973 -1.3142 5.1703
H 1.4584 -2.8634 -2.1301
C -4.1011 3.3349 1.0218
C 3.8010 -0.9378 -1.0802
H 1.1873 4.6097 -1.9704
H -2.4264 -0.0597 -1.1115
C 0.3291 1.3563 -1.7347
Cl -5.8612 2.9422 4.5568
Sb 0.7287 -0.3286 -0.4722
C 3.4841 -0.8822 -3.8506
C 2.4070 -0.6708 -3.0110
C 0.3837 -2.9562 -2.0395
Cl -4.3970 4.1614 -0.4598
H 1.0168 2.5610 0.7403
H 3.5269 -1.7724 0.8837
*
```

Summary:
Max |F| ... 0.76 eV Å⁻¹
Orbital gap ... 8.24 eV
LUMO energy ... 0.18 eV
HOMO energy ... -8.1 eV



(2)
Density functional theory data (wB97M-V/def2-TZVPD) for a cluster of 4 separate species, C26H36F2NO5P in total.

```
! wB97M-V def2-TZVPD RIJCOSX def2/J DEFGRID3
* xyz 0 1
C -4.9912 3.6680 0.3036
C 2.2452 8.0111 0.9078
O 1.2907 0.1582 1.5886
H -0.2951 -4.7368 -0.5058
C -4.5941 3.6435 -1.0267
F 2.5345 -1.4335 -2.6349
H 1.5092 0.5362 2.4536
H 3.6948 -9.1944 -0.5473
C 3.2148 -8.4054 0.0175
H -2.9400 3.4884 -2.3838
C 1.1171 0.3480 -2.2402
H -4.3562 3.5811 2.3508
H 3.0578 4.2471 0.6553
C 1.7641 -7.7109 1.8050
H 0.7588 4.9686 1.1067
C -3.2492 3.5111 -1.3459
C 3.8417 6.2469 0.5645
H 4.3312 8.3360 0.5250
C -2.3030 3.4040 -0.3352
H 3.2827 0.7013 0.1123
C 3.4300 -7.0773 -0.3245
H 4.0757 -6.8298 -1.1574
C 1.9799 -6.3830 1.4634
H 0.6146 -2.4619 1.1584
H 0.2240 7.3880 1.2682
C 3.5470 7.6008 0.6542
O 0.5946 2.5655 0.8575
H 1.1127 -7.9582 2.6335
H 4.8567 5.9270 0.3639
O 2.7485 1.5039 0.0374
O -2.7278 -1.0538 -1.6543
H -4.7479 -0.6672 -1.9636
P 1.2134 1.3009 0.4608
H -1.7250 -1.9786 2.0334
H 0.9436 -3.5348 -0.8784
F -2.5807 -2.8476 0.4722
H -0.3614 -3.8373 1.6367
C -4.0450 -1.5047 -1.8885
H -0.7280 -3.1954 -1.2468
C -4.0446 3.5602 1.3140
C 0.3031 0.4569 -0.9175
C -2.6999 3.4271 0.9949
H -1.9512 3.3385 1.7720
N 1.1718 -1.0114 -2.7576
H -4.3758 -2.1900 -1.1047
C -2.5662 -0.3266 -0.4592
H -3.4391 -0.4072 0.1981
H -0.5294 1.1487 -1.0905
C 1.2398 7.0678 1.0727
H 2.1406 0.6885 -2.0939
H -1.1696 -0.0498 1.1081
H -5.3328 3.7279 -1.8137
C -1.3272 -0.7820 0.3036
C -0.0745 -3.6694 -0.5173
H 1.4958 -5.5932 2.0242
H 1.0717 -0.9930 -3.7681
H -1.2513 3.2962 -0.5649
H -4.0283 -2.0367 -2.8385
H 2.0145 9.0669 0.9761
C 2.8356 5.3044 0.7297
O -0.1823 -0.7988 -0.5483
H -2.4619 0.7376 -0.7027
C -1.4695 -2.1569 0.9856
H 0.6701 1.0172 -2.9770
C 2.8133 -6.0666 0.3995
C 1.5337 5.7134 0.9859
H 2.2133 -9.7580 1.3474
H -6.0396 3.7723 0.5530
C 2.3821 -8.7221 1.0820
H 2.9748 -5.0306 0.1297
C -0.2558 -3.0569 0.8808
*
```

Summary:
Structure (SMILES) ... CC[C@H](F)[C@H](COC)O[C@H](CNF)P(=O)(O)O.c1ccccc1.c1ccccc1.c1ccccc1
Max |F| ... 0.44 eV Å⁻¹
Orbital gap ... 9.24 eV
LUMO energy ... 0.19 eV
HOMO energy ... -9.1 eV



(3)
Density functional theory data (wB97M-V/def2-TZVPD) for a cluster of 3 separate species, C4H13NO3 in total.

```
! wB97M-V def2-TZVPD RIJCOSX def2/J DEFGRID3
* xyz 0 1
N -0.8376 0.8299 -1.5721
O -2.0666 1.1851 0.3008
H -0.8341 -1.9642 4.7958
H 0.8359 1.4021 3.3826
H -0.5623 -1.5163 3.3195
H -1.5672 -1.1499 -1.4843
H 2.1661 -0.3814 -0.6920
H 0.6992 -2.1436 -1.4385
O 0.4996 2.2609 3.1026
H 2.6352 -0.8263 -2.4383
O -0.2605 -1.4503 4.2254
H 0.4219 -1.5023 -2.9864
C 0.5921 -1.1809 -1.9588
H 1.7338 0.6356 -1.9765
H -0.4128 2.0717 2.9157
H -1.6236 2.6313 -1.0533
C -1.5120 1.6034 -0.6933
C -0.6424 -0.5769 -1.3227
H -0.6282 -0.7436 -0.2411
H -0.5422 1.2352 -2.4402
C 1.9056 -0.4195 -1.7450
*
```

Summary:
Structure (SMILES) ... CCCNC=O.O.O
Max |F| ... 1.61 eV Å⁻¹
Orbital gap ... 10.41 eV
LUMO energy ... 0.56 eV
HOMO energy ... -9.8 eV



(4)
Density functional theory data (wB97M-V/def2-TZVPD) for a structure of composition C5H8O.

```
! wB97M-V def2-TZVPD RIJCOSX def2/J DEFGRID3
* xyz 0 1
C -0.3390 0.4960 0.2641
H -0.1238 1.4608 -1.7612
C 1.4929 0.9623 -0.3888
H 1.3906 0.9438 1.8633
H -1.6286 0.8227 1.9480
H -2.2752 -0.0202 0.4606
C -1.5229 0.6024 0.8656
O -0.0310 -2.2424 -0.0347
H 2.5366 1.2533 -0.7790
H -0.8015 -2.3212 0.1679
H 0.0890 -3.1685 -0.3840
H 0.0327 -0.2666 -1.8661
C 0.2015 0.6283 -1.1877
C 0.9786 0.8494 0.8319
*
```

Summary:
Max |F| ... 15.33 eV Å⁻¹
Orbital gap ... 9.30 eV
LUMO energy ... 0.84 eV
HOMO energy ... -8.5 eV



(5)
Density functional theory data (wB97M-V/def2-TZVPD) for an isolated molecule of C5H10S.

```
! wB97M-V def2-TZVPD RIJCOSX def2/J DEFGRID3
* xyz 0 1
H 0.5273 1.9108 -0.9328
H -0.3426 -1.4968 -1.2932
C 0.0287 0.0225 -0.0187
H 0.5739 1.9942 0.9408
S 2.8305 0.0308 -0.0065
H -0.6658 -1.6036 0.9333
H -1.6043 -0.0676 1.5339
C 0.0487 1.5870 0.0082
H -0.3118 0.0767 -2.0624
H -1.6959 -0.3747 -1.1837
H 0.0321 -0.4741 2.1286
C -0.6302 -0.5172 -1.2297
C 1.4339 -0.6971 -0.0986
H 1.3175 -1.7767 0.0315
H -0.9846 1.9205 0.0117
C -0.5573 -0.5347 1.2376
*
```

Summary:
Structure (SMILES) ... CC(C)(C)C=S
Max |F| ... 3.04 eV Å⁻¹
Orbital gap ... 8.61 eV
LUMO energy ... 0.06 eV
HOMO energy ... -8.6 eV



(6)
Density functional theory data (wB97M-V/def2-TZVPD) for a cluster of 3 separate species, CH3FINS in total.

```
! wB97M-V def2-TZVPD RIJCOSX def2/J DEFGRID3
* xyz 0 1
C 0.0546 -0.2953 1.3602
S -2.1205 1.2425 1.2849
N -0.9535 0.3615 1.7173
I 1.4275 1.6882 -2.4224
H 0.9430 -0.6610 1.8493
H 2.4980 1.6225 -1.1758
F -0.8455 0.1620 3.5313
H 0.2840 -0.1481 0.2757
*
```

Summary:
Max |F| ... 3.17 eV Å⁻¹
Orbital gap (spin up / spin down) ... 8.16 / 8.16 eV
LUMO energy (spin up / spin down) ... -1.43 / -1.43 eV
HOMO energy (spin up / spin down) ... -9.6 / -9.6 eV



(7)
Density functional theory data (wB97M-V/def2-TZVPD) for a structure of composition C3H2O4Sn.

```
! wB97M-V def2-TZVPD RIJCOSX def2/J DEFGRID3
* xyz 1 2
C 1.0001 -0.3363 -0.0665
O -1.0165 1.3159 0.8958
C -1.4812 0.5422 0.0845
O -0.2440 -0.5103 -0.4646
Sn -3.4503 1.2624 1.4963
C 2.0003 -0.8570 -1.0325
H 1.2694 -0.5669 0.9815
O 2.7654 -1.6802 -1.2365
H 1.8053 0.5989 -0.5723
O -2.6485 0.2312 -0.0857
*
```

Summary:
Max |F| ... 5.90 eV Å⁻¹
Orbital gap (spin up / spin down) ... 3.87 / 8.36 eV
LUMO energy (spin up / spin down) ... -6.63 / -6.63 eV
HOMO energy (spin up / spin down) ... -10.5 / -15.0 eV